Entry 1:
{"formula": "C2H2Br2O", "method": "ωB97M-V with the def2-TZVPD basis set", "elements": ["O", "C", "C", "Br", "H", "Br", "H"], "positions_angstrom": [[0.67618, -0.23225, -1.73216], [0.50351, 0.54545, -0.88929], [0.25893, 1.41548, 0.03496], [-1.23943, 2.58308, -0.22471], [0.81584, 1.56549, 0.93775], [-2.71178, -1.09981, -0.10602], [-1.55836, -1.58777, -0.74923]], "atomic_forces_ev_per_a": [[0.030, 0.021, 0.106], [0.106, -0.630, -0.666], [-0.764, 1.169, 0.564], [0.417, -0.330, 0.006], [0.203, -0.186, 0.012], [-0.244, 0.079, 0.139], [0.251, -0.123, -0.162]], "nbo_charge": [-0.436, 0.690, -0.620, 0.093, 0.273, -0.200, 0.199], "lumo_ev": -0.32, "orbital_gap_ha": 0.32869, "smiles": "O=C=CBr.Br"}


Entry 2:
{"formula": "FH3OP2", "method": "ωB97M-V with the def2-TZVPD basis set", "elements": ["O", "F", "P", "P", "H", "H", "H"], "positions_angstrom": [[-1.76720, 0.11527, -0.32248], [2.19527, 0.45386, 0.30477], [-0.37381, 0.87039, 0.07087], [1.10293, -0.69780, -0.11301], [-1.81645, -0.88028, -0.40174], [-0.33528, 0.72304, 1.96599], [0.99454, -0.58449, -1.50441]], "atomic_forces_ev_per_a": [[0.193, -0.196, 0.050], [0.897, 0.095, 0.252], [-1.705, -0.987, 3.698], [-0.307, -0.042, -0.472], [0.578, 1.048, 0.137], [-0.165, 0.617, -3.108], [0.510, -0.535, -0.556]], "nbo_charge": [-1.046, -0.628, 0.767, 0.516, 0.494, -0.046, -0.057], "multiplicity": 3, "lumo_ev": [0.09, -3.40], "orbital_gap_ha": [0.22335, 0.24846]}


Energy above the lowest of the compared OMol25 structures with the same formula, charge and spin for every record listed, in sequence, given in kJ/mol: 38.2; 177.3.